Version 1
Computed, not measured: C6H4N2 in the gas phase, with ωB97M-V/def2-TZVPD.

Last column: natural (NBO) charge in e.
Cartesian coordinates (Å):
1 C 0.90254 -0.77627 -1.34773  0.13
2 N -0.13745 -0.54845 -2.11089  -0.43
3 C -1.13242 0.11123 -1.26336  0.08
4 C -0.65143 0.29109 -0.03714  -0.21
5 C -0.86676 0.79021 1.35533  0.14
6 N 0.14488 0.56610 2.14666  -0.42
7 C 1.10562 -0.11385 1.24698  0.10
8 C 0.63033 -0.29710 0.02677  -0.22
9 H 1.83207 -1.21390 -1.69536  0.21
10 H -2.12173 0.34777 -1.62678  0.21
11 H -1.79633 1.23446 1.71397  0.20
12 H 2.09069 -0.39129 1.59154  0.21

## Properties
**Frontier orbital gap**: 8.15 eV
**Spin multiplicity**: 1
**Total charge**: 0
**Highest occupied orbital energy**: -9.5846 eV
**SMILES**: C1=NC=C2C=NC=C12
**LUMO level**: -1.43 eV



Version 2
Computed, not measured: C6H4N2 in the gas phase, with ωB97M-V/def2-TZVPD.

Last column: natural (NBO) charge in e.
Cartesian coordinates (Å):
1 C 0.79824 -1.47962 -0.53974  -0.29
2 C 0.79302 -0.25310 -0.15759  -0.15
3 C 1.88048 0.67311 0.18432  0.24
4 N 2.59360 1.63545 0.44419  -0.25
5 C -0.60497 0.33205 0.00431  -0.13
6 C -1.57910 -0.35204 0.59106  -0.31
7 C -0.62590 1.78337 -0.26532  0.25
8 N -0.74322 2.90044 -0.45705  -0.27
9 H -0.23875 -1.84127 -0.89595  0.22
10 H 1.64140 -2.04175 -0.84675  0.22
11 H -1.27419 -1.32277 1.07033  0.22
12 H -2.64060 -0.03386 0.86819  0.24

## Properties
**Frontier orbital gap**: 10.03 eV
**Spin multiplicity**: 1
**Total charge**: 0
**Highest occupied orbital energy**: -10.5634 eV
**SMILES**: C=C(C#N)C(=C)C#N
**LUMO level**: -0.53 eV



version 1 wins, 0.0184 hartree ahead of the next structure.



Version 1
Computed, not measured: a gas-phase ion, C3H3NO2P (charge -1), with ωB97M-V/def2-TZVPD.

Last column: natural (NBO) charge in e.
Cartesian coordinates (Å):
1 O -0.54586 -2.57548 -0.21319  -0.58
2 C -0.26696 -1.40487 -0.15778  0.30
3 P 1.46215 -0.74263 0.02084  0.50
4 N 0.93522 0.92789 -0.42897  -0.73
5 C -0.32107 1.00064 -0.24216  0.12
6 C -1.20985 -0.17770 0.12082  0.01
7 O -2.44701 -0.16350 -0.15793  -0.84
8 H 1.95077 -1.65441 -1.10480  -0.04
9 H -0.79733 1.96943 -0.36877  0.16
10 H -0.93871 -0.29077 1.27068  0.09

## Properties
**Frontier orbital gap**: 7.48 eV
**Spin multiplicity**: 1
**Total charge**: -1
**Highest occupied orbital energy**: -3.2449 eV
**SMILES**: O=C1PN=C[C@H]1[O-]
**LUMO level**: 4.24 eV



Version 2
Computed, not measured: a molecular structure, C3H3NO2P, with ωB97M-V/def2-TZVPD.

Last column: natural (NBO) charge in e.
Cartesian coordinates (Å):
1 C -0.95518 0.22900 -0.21465  -0.68
2 C -1.15968 1.41846 -0.10909  0.57
3 C -0.86590 -0.80207 0.70297  0.30
4 N 1.34062 -0.31256 -0.98811  -1.25
5 O -1.48459 2.53974 -0.00685  -0.63
6 O -1.60641 -1.60644 1.28572  -0.64
7 P 0.93156 -1.05231 0.42105  0.60
8 H 0.64110 0.45952 -1.09479  0.43
9 H 2.13793 -0.75001 -1.44145  0.40
10 H 1.02055 -0.12333 1.44521  -0.11

## Properties
**Frontier orbital gap**: 7.40 eV
**Spin multiplicity**: 1
**Total charge**: -1
**Highest occupied orbital energy**: -3.2501 eV
**LUMO level**: 4.15 eV



version 1 wins, 0.0262 hartree ahead of the next structure.



Version 1
Computed, not measured: 5 unconnected molecules or ions with the total composition C3H14O5, with ωB97M-V/def2-TZVPD.

Last column: natural (NBO) charge in e.
Cartesian coordinates (Å):
1 C 0.16845 0.91691 4.60793  -0.38
2 C -0.99626 0.85581 3.98260  -0.20
3 C -1.54710 2.00385 3.20315  -0.11
4 O -1.20094 1.83895 1.78727  -0.73
5 H 0.59508 0.09146 5.16850  0.20
6 H 0.91009 1.70035 4.46455  0.19
7 H -1.58816 -0.04038 4.09756  0.21
8 H -2.61642 2.03117 3.08043  0.20
9 H -1.13155 2.95018 3.52128  0.17
10 H -0.25518 1.97594 1.64437  0.46
11 O 0.41360 -4.11661 -4.46847  -0.94
12 H 0.26077 -5.07207 -4.49954  0.47
13 H 0.98821 -4.02699 -3.69887  0.47
14 O 3.03667 -0.13447 -1.84408  -0.95
15 H 2.62354 0.17634 -1.03066  0.46
16 H 2.49054 -0.90512 -2.06225  0.48
17 O -0.00764 -1.54220 -2.39926  -0.98
18 H 0.09226 -1.78664 -3.32409  0.48
19 H -0.56916 -0.75478 -2.35393  0.50
20 O -0.64510 1.14639 -2.14506  -0.98
21 H 0.30783 1.13142 -2.29260  0.49
22 H -1.01249 1.96247 -1.80659  0.50

## Properties
**Frontier orbital gap**: 10.52 eV
**Spin multiplicity**: 1
**Total charge**: 0
**Highest occupied orbital energy**: -10.0910 eV
**SMILES**: C=CCO.O.O.O.O
**LUMO level**: 0.43 eV



Version 2
Computed, not measured: 5 unconnected molecules or ions with the total composition C3H14O5, with ωB97M-V/def2-TZVPD.

Last column: natural (NBO) charge in e.
Cartesian coordinates (Å):
1 C 0.54756 0.25076 -2.86580  -0.39
2 C 0.62291 0.30160 -1.54580  -0.21
3 C 1.05064 1.60817 -0.88140  -0.10
4 O 0.42598 1.84401 0.38061  -0.75
5 H 0.30759 -0.66887 -3.36466  0.19
6 H 0.75262 1.06984 -3.54281  0.19
7 H 0.45558 -0.56901 -0.92313  0.21
8 H 2.14370 1.54463 -0.84032  0.17
9 H 0.73452 2.43346 -1.51385  0.19
10 H 0.51803 1.00535 0.83981  0.50
11 O 1.17512 -3.64281 1.46547  -0.94
12 H 2.10205 -3.49588 1.69114  0.47
13 H 1.25664 -4.05770 0.60236  0.47
14 O -2.36552 -0.81448 1.11677  -0.97
15 H -2.22694 0.08248 0.78656  0.50
16 H -2.06997 -1.42822 0.44156  0.47
17 O 0.50290 -0.47214 2.01466  -0.98
18 H -0.45881 -0.46728 2.10201  0.50
19 H 0.71494 -1.38012 2.26436  0.49
20 O -2.32999 1.98889 0.54472  -0.98
21 H -2.44998 2.83376 0.98880  0.48
22 H -1.40955 2.03355 0.23895  0.49

## Properties
**Frontier orbital gap**: 10.35 eV
**Spin multiplicity**: 1
**Total charge**: 0
**Highest occupied orbital energy**: -10.0040 eV
**SMILES**: C=CCO.O.O.O.O
**LUMO level**: 0.35 eV



version 2 wins, 0.0255 hartree ahead of the next structure.



Version 1
Computed, not measured: 2 unconnected molecules or ions with the total composition C3H11N2S, with ωB97M-V/def2-TZVPD.

Last column: natural (NBO) charge in e.
Cartesian coordinates (Å):
1 C -0.20054 -0.72394 -2.15197  -0.74
2 S 0.42382 0.63528 -1.11617  0.12
3 C 1.93387 1.11066 -2.00825  -0.70
4 H 0.55013 -1.47932 -2.39235  0.23
5 H -0.95200 -1.27669 -1.57691  0.21
6 H -0.67618 -0.33621 -3.04781  0.24
7 H 1.69030 1.69533 -2.88945  0.24
8 H 2.50653 0.21260 -2.23166  0.23
9 H 2.40708 1.65403 -1.19365  0.24
10 N -1.35625 0.14144 3.36614  -0.77
11 C -0.98785 0.23517 2.08992  0.41
12 N -0.46345 -0.74002 1.42863  -0.68
13 H -1.64537 -0.76437 3.71653  0.41
14 H -1.28129 0.79544 4.12950  0.45
15 H -1.28563 1.15227 1.59309  0.24
16 H -0.26155 -0.66829 0.40618  0.44
17 H -0.40163 -1.64340 1.87825  0.42

## Properties
**Frontier orbital gap**: 8.50 eV
**Spin multiplicity**: 1
**Total charge**: +1
**Highest occupied orbital energy**: -12.3983 eV
**LUMO level**: -3.90 eV



Version 2
Computed, not measured: 2 unconnected molecules or ions with the total composition C3H11N2S, with ωB97M-V/def2-TZVPD.

Last column: natural (NBO) charge in e.
Cartesian coordinates (Å):
1 C 0.00154 -3.41067 0.69126  -0.62
2 C -0.06332 -2.74391 -0.65505  -0.51
3 S 0.04849 -0.93201 -0.71301  -0.10
4 H -0.78759 -3.04381 1.34942  0.21
5 H 0.95359 -3.35283 1.21906  0.22
6 H -0.16667 -4.48423 0.58951  0.23
7 H 0.64723 -3.22779 -1.32590  0.24
8 H -1.02892 -2.99969 -1.09790  0.22
9 H -0.69232 -0.70244 0.38678  0.12
10 N 0.03527 2.42501 -1.03468  -0.69
11 C 0.37894 2.83699 0.16983  0.41
12 N -0.13322 3.85981 0.80142  -0.70
13 H -0.72489 2.93821 -1.43541  0.42
14 H 0.72828 1.89622 -1.55399  0.46
15 H 1.14251 2.24062 0.65766  0.24
16 H 0.38457 4.18371 1.60927  0.44
17 H -0.72348 4.51681 0.34173  0.42

## Properties
**Frontier orbital gap**: 8.15 eV
**Spin multiplicity**: 1
**Total charge**: +1
**Highest occupied orbital energy**: -12.1294 eV
**LUMO level**: -3.98 eV



version 2 wins, 0.0100 hartree ahead of the next structure.



Version 1
Computed, not measured: a gas-phase ion, C3H11N2S (charge +1), with ωB97M-V/def2-TZVPD.

Last column: natural (NBO) charge in e.
Cartesian coordinates (Å):
1 C -0.44224 -1.06862 0.95751  -0.43
2 N -0.14818 -0.62047 -0.36364  -0.39
3 C -1.43619 -0.19314 -0.93029  -0.45
4 C 0.93553 0.58286 -0.38172  -0.03
5 N 0.77411 1.61553 0.51626  -0.79
6 S 2.48155 -0.27974 -0.38038  0.06
7 H -0.76516 -0.15716 1.43030  0.22
8 H -1.28850 -1.66817 0.90155  0.23
9 H 0.38077 -1.60198 1.50073  0.26
10 H 0.11294 -1.39250 -0.99206  0.44
11 H -2.13207 0.07940 -0.15664  0.23
12 H -1.31005 0.66445 -1.64502  0.24
13 H -1.93865 -1.05027 -1.44790  0.25
14 H 0.89762 1.10227 -1.40441  0.24
15 H 0.17657 2.31302 0.26089  0.40
16 H 0.85643 1.37324 1.43729  0.38
17 H 2.84551 0.30128 0.69754  0.14

## Properties
**Frontier orbital gap**: 10.79 eV
**Spin multiplicity**: 1
**Total charge**: +1
**Highest occupied orbital energy**: -13.8686 eV
**SMILES**: C[NH+](C)[C@@H](N)S
**LUMO level**: -3.08 eV



Version 2
Computed, not measured: 3 unconnected molecules or ions with the total composition C3H11N2S, with ωB97M-V/def2-TZVPD.

Last column: natural (NBO) charge in e.
Cartesian coordinates (Å):
1 N 3.08035 0.81912 3.19453  -0.95
2 C -0.97076 0.42021 -1.60854  -0.15
3 C -1.60267 1.09014 -2.54435  -0.28
4 S 0.58420 0.25572 1.13271  0.09
5 C -0.87874 -1.08084 -1.51156  -0.28
6 N -1.49095 -1.57979 -0.31108  -0.65
7 H 3.91770 0.39601 3.55843  0.41
8 H 2.30830 0.22174 3.00393  0.36
9 H 2.94352 1.80832 3.27905  0.40
10 H -0.35981 0.94656 -0.85277  0.20
11 H -2.04186 0.53148 -3.36544  0.23
12 H -1.66737 2.16236 -2.62204  0.24
13 H 0.04869 0.68174 2.29314  0.14
14 H 0.20420 -1.30261 -1.47770  0.24
15 H -1.34246 -1.54046 -2.38021  0.24
16 H -1.73986 -2.56169 -0.29489  0.41
17 H -0.99249 -1.26802 0.50678  0.37

## Properties
**Frontier orbital gap**: 3.97 eV
**Spin multiplicity**: 1
**Total charge**: +1
**Highest occupied orbital energy**: -13.3570 eV
**LUMO level**: -9.38 eV



version 1 wins, 0.1914 hartree ahead of the next structure.